Entry 1:
The following is a DFT calculation (ωB97M-V/def2-TZVPD) of a cluster of 2 separate species, C6H12Si in total.

Positions of all 19 atoms, in Å:
C  3.485  0.681  -0.289
C  2.914  0.084  1.007
C  -0.602  -0.733  -1.035
C  -1.692  -0.312  -0.290
C  -1.655  -0.115  1.225
C  -2.959  -0.078  -0.920
Si  2.953  -1.076  -0.436
H  3.125  1.518  -0.742
H  4.512  0.941  -0.218
H  3.701  -0.002  1.680
H  2.085  0.398  1.552
H  0.356  -0.756  -0.627
H  -0.862  -0.650  -2.123
H  -2.641  -0.508  1.683
H  -1.785  1.036  1.426
H  -0.709  -0.445  1.674
H  -3.860  -0.520  -0.609
H  -3.098  -0.403  -2.031
H  -3.268  0.941  -0.927

Properties
2S+1 = 3
LUMO level (spin up / spin down) = 1.03 / -2.44 eV
<S²> = 2.003
frontier orbital gap (spin up / spin down) = 7.5 / 6.5 eV
E = -525.05505 Eh
relative energy (zero: lowest compared OMol25 entry of this formula, charge and spin) = 114.2 kJ/mol

---

Entry 2:
The following is a DFT calculation (ωB97M-V/def2-TZVPD) of a cluster of 2 separate species, C6H13Br2 in total.

Positions of all 21 atoms, in Å:
Br  2.030  1.675  1.051
Br  -0.550  -2.475  1.161
C  -2.765  -1.508  -2.258
C  -2.377  -1.672  -0.788
C  -2.421  -0.238  -0.233
C  -1.195  -2.749  -0.629
C  -0.149  -2.512  -1.728
C  -1.736  -4.204  -0.612
H  -2.922  -2.461  -2.766
H  -3.700  -0.937  -2.369
H  -2.022  -0.950  -2.839
H  -3.252  -2.145  -0.344
H  -2.405  -0.123  0.857
H  -1.675  0.451  -0.645
H  -3.383  0.209  -0.528
H  0.519  -3.350  -1.891
H  -0.630  -2.400  -2.711
H  0.439  -1.605  -1.544
H  -0.940  -4.958  -0.716
H  -2.260  -4.438  0.344
H  -2.514  -4.418  -1.351

Properties
2S+1 = 2
LUMO level (spin up / spin down) = 0.83 / -3.58 eV
<S²> = 0.752
frontier orbital gap (spin up / spin down) = 10.7 / 6.3 eV
E = -5384.38068 Eh
relative energy (zero: lowest compared OMol25 entry of this formula, charge and spin) = 60.9 kJ/mol

---

Entry 3:
The following is a DFT calculation (ωB97M-V/def2-TZVPD) of a cluster of 2 separate species, C6H13BrFO3P in total.

Positions of all 25 atoms, in Å:
C  -0.740  -2.727  1.705
C  2.891  -1.023  0.753
C  -0.668  3.046  -1.737
C  -1.402  -2.655  0.309
C  1.749  -0.077  0.714
C  -1.963  2.985  -1.492
O  -0.815  0.245  -1.991
O  -0.659  -1.878  -0.604
O  0.996  -0.014  -0.455
F  -2.856  3.390  -2.428
P  -0.610  -0.232  -0.410
Br  -2.800  2.611  0.137
H  -0.455  -1.736  2.121
H  -1.417  -3.171  2.460
H  0.194  -3.303  1.543
H  2.744  -2.063  0.411
H  3.679  -0.932  -0.003
H  3.334  -0.990  1.788
H  0.051  2.614  -1.036
H  -0.956  -0.429  -2.672
H  -0.437  3.471  -2.708
H  -2.530  -2.469  0.412
H  -1.481  -3.630  -0.244
H  2.222  0.900  0.881
H  1.164  -0.241  1.607

Properties
structure (SMILES) = CCOP(O)OCC.C=C(F)Br
LUMO level = 0.76 eV
frontier orbital gap = 9.9 eV
E = -3477.34883 Eh
relative energy (zero: lowest compared OMol25 entry of this formula, charge and spin) = 102.6 kJ/mol

---

Entry 4:
The following is a DFT calculation (ωB97M-V/def2-TZVPD) of a cluster of 2 separate species, C6H13Cl2O3S in total.

Positions of all 25 atoms, in Å:
C  2.973  0.406  2.790
C  1.750  -0.202  2.146
Cl  2.188  -1.107  0.673
C  0.671  0.818  1.712
S  -0.994  0.048  1.496
Cl  0.430  2.146  2.814
H  3.613  -0.410  3.119
H  3.542  1.007  2.084
H  2.714  0.992  3.665
H  1.311  -0.931  2.825
H  0.873  1.201  0.715
H  -1.213  -0.207  2.798
H  -0.609  -1.175  1.092
C  0.171  -1.864  -2.111
O  -0.590  -1.035  -2.996
C  -1.404  -0.206  -2.357
O  -1.455  -0.077  -1.146
O  -2.120  0.460  -3.233
C  -3.052  1.407  -2.688
H  0.866  -2.442  -2.709
H  0.684  -1.223  -1.399
H  -0.494  -2.538  -1.570
H  -2.529  2.173  -2.120
H  -3.781  0.904  -2.057
H  -3.548  1.855  -3.542

Properties
total charge = +1
LUMO level = -3.78 eV
frontier orbital gap = 10.5 eV
E = -1780.42827 Eh

---

Entry 5:
The following is a DFT calculation (ωB97M-V/def2-TZVPD) of a structure of composition C6H13ClN4.

Positions of all 24 atoms, in Å:
C  2.014  -0.195  -1.744
C  2.224  0.276  0.510
C  0.346  -0.975  -0.245
C  -2.313  -1.089  0.831
C  -1.829  0.658  -0.936
C  -1.654  -0.784  -0.523
N  2.715  0.313  -0.731
N  0.865  -0.005  0.617
N  0.941  -0.932  -1.500
N  2.984  0.659  1.564
Cl  0.733  -2.698  0.422
H  2.392  -0.117  -2.690
H  -1.751  -0.674  1.659
H  -2.393  -2.180  1.124
H  -3.244  -0.692  0.873
H  -2.612  0.527  -1.584
H  -0.863  1.006  -1.376
H  -2.146  1.299  -0.169
H  -1.851  -1.445  -1.382
H  3.682  0.634  -0.976
H  0.402  0.334  1.502
H  0.462  -1.326  -2.260
H  3.794  1.244  1.482
H  2.593  0.485  2.468

Properties
total charge = +2
LUMO level = -9.49 eV
frontier orbital gap = 8.1 eV
E = -914.95184 Eh
relative energy (zero: lowest compared OMol25 entry of this formula, charge and spin) = 144.2 kJ/mol

---

Entry 6:
The following is a DFT calculation (ωB97M-V/def2-TZVPD) of a cluster of 2 separate species, C6H13ClNO3S in total.

Positions of all 25 atoms, in Å:
C  -1.554  0.043  1.107
C  -2.426  -1.911  -0.305
C  1.871  -0.465  0.307
C  -0.510  -0.617  -1.008
C  -1.157  -1.124  0.182
C  0.980  -0.192  -0.866
N  0.819  1.939  -0.621
O  3.206  2.082  0.204
O  1.597  3.836  0.672
O  1.348  1.699  1.735
S  1.787  2.421  0.593
Cl  1.793  -0.121  -2.364
H  -2.358  -0.191  1.924
H  -0.554  0.374  1.565
H  -2.038  0.764  0.450
H  -2.151  -2.688  -0.954
H  -3.063  -2.447  0.461
H  -3.072  -1.299  -0.925
H  1.092  -0.641  1.063
H  2.489  0.451  0.572
H  2.563  -1.315  0.290
H  -0.491  -1.295  -1.890
H  -1.041  0.177  -1.576
H  -0.387  -1.843  0.804
H  1.259  2.361  -1.423

Properties
total charge = -1
LUMO level (spin up / spin down) = 3.08 / 3.08 eV
frontier orbital gap (spin up / spin down) = 7.8 / 7.8 eV
E = -1375.22338 Eh
relative energy (zero: lowest compared OMol25 entry of this formula, charge and spin) = 175.4 kJ/mol

---

Entry 7:
The following is a DFT calculation (ωB97M-V/def2-TZVPD) of a structure of composition C6H13CuO4.

Positions of all 24 atoms, in Å:
C  1.080  1.097  -2.981
O  1.381  1.611  -1.740
H  0.777  1.888  -3.706
H  1.927  0.544  -3.452
H  0.237  0.365  -2.945
O  -2.583  -0.428  1.463
C  -2.622  0.792  1.482
C  -1.390  1.590  1.790
O  -0.266  0.762  1.782
C  0.514  0.780  0.274
C  1.182  -0.572  0.201
O  0.223  -1.575  0.550
C  0.521  -2.861  0.025
Cu  -0.765  -1.180  2.233
H  -3.559  1.332  1.261
H  -1.547  2.084  2.766
H  -1.306  2.407  1.050
H  1.265  1.528  0.568
H  -0.381  0.766  -0.371
H  2.033  -0.634  0.897
H  1.517  -0.735  -0.840
H  -0.252  -3.547  0.387
H  0.509  -2.816  -1.073
H  1.505  -3.198  0.379

Properties
2S+1 = 3
LUMO level (spin up / spin down) = 0.40 / -2.54 eV
<S²> = 2.008
frontier orbital gap (spin up / spin down) = 4.1 / 4.8 eV
E = -2177.56387 Eh
relative energy (zero: lowest compared OMol25 entry of this formula, charge and spin) = 75.2 kJ/mol

---

Entry 8:
The following is a DFT calculation (ωB97M-V/def2-TZVPD) of a cluster of 2 separate species, C6H13F2N2 in total.

Positions of all 23 atoms, in Å:
C  -0.549  -1.784  -0.411
C  0.649  -2.096  -0.227
C  1.800  -2.839  -0.061
C  -1.093  -0.412  -0.776
C  -1.421  0.309  0.576
C  1.880  0.643  -0.101
N  1.231  2.013  -0.250
N  -1.397  1.801  0.177
F  1.974  0.469  1.196
F  3.169  0.615  -0.543
H  -1.244  -2.633  -0.448
H  2.588  -2.013  -0.534
H  2.161  -3.022  1.023
H  1.987  -3.781  -0.616
H  -1.995  -0.536  -1.350
H  -0.313  0.199  -1.279
H  -0.647  0.153  1.297
H  -2.434  0.057  0.887
H  1.323  2.575  -1.108
H  1.566  2.702  0.376
H  0.040  1.924  -0.051
H  -2.004  2.300  0.928
H  -2.074  1.800  -0.510

Properties
total charge = +1
LUMO level (spin up / spin down) = -4.13 / -5.02 eV
frontier orbital gap (spin up / spin down) = 8.3 / 6.1 eV
E = -545.20669 Eh
relative energy (zero: lowest compared OMol25 entry of this formula, charge and spin) = 592.7 kJ/mol

---

E of number 3 (C6H13BrFO3P)? -3477.34883 Eh